Molecular formula: C40H37Br2N6OSiV
Method: DFT, ωB97M-V/def2-TZVPD

Each line ends with the Löwdin charge.
Atoms and positions in Å:
V  -0.35475  1.20183  0.12423  0.59
C  2.18301  1.39401  -3.58277  -0.07
C  1.30529  0.97269  -4.56668  -0.05
C  -0.04116  0.90355  -4.27298  0.00
C  -0.50556  1.24611  -3.00604  -0.28
N  0.35945  1.61814  -2.03350  0.07
C  1.66771  1.68402  -2.34205  -0.12
N  -1.91911  1.24872  -2.85842  0.18
C  -2.46336  1.69696  -1.80424  -0.29
N  -1.81249  2.12723  -0.68276  -0.04
C  -2.66718  2.82706  0.12795  -0.33
N  -2.29816  3.61041  1.07860  0.16
C  -0.92749  3.80610  1.33791  -0.30
C  -0.59035  4.90254  2.13297  -0.01
C  0.72967  5.24849  2.32120  -0.05
C  1.72592  4.50453  1.69797  -0.06
C  1.34345  3.41132  0.96614  -0.14
N  0.06068  3.03691  0.80855  -0.02
C  -4.04825  2.66358  -0.42069  -0.09
C  -5.27961  3.05573  0.05705  0.00
C  -6.40317  2.70529  -0.69012  -0.07
C  -6.27893  1.99754  -1.88024  -0.07
C  -5.02445  1.61958  -2.36277  0.00
C  -3.92492  1.96074  -1.60883  -0.09
H  3.24754  1.47744  -3.76556  0.11
H  1.66928  0.70431  -5.55127  0.11
H  -0.78042  0.61413  -5.00944  0.12
H  2.33408  1.98516  -1.54124  0.10
H  -1.40440  5.46990  2.56126  0.11
H  0.98871  6.10436  2.93369  0.11
H  2.77338  4.75419  1.79354  0.11
H  2.08406  2.78688  0.48990  0.07
H  -5.36207  3.60482  0.98857  0.12
H  -7.39052  2.98288  -0.33708  0.10
H  -7.17042  1.73361  -2.43765  0.10
H  -4.90897  1.06248  -3.28493  0.12
C  0.49522  1.51243  6.78350  -0.04
C  1.24269  1.19124  5.50872  -0.25
C  2.34866  0.35434  5.47856  -0.02
C  2.95566  0.03976  4.27460  -0.10
C  2.41417  0.60493  3.13401  -0.72
Br  3.14799  0.15115  1.43756  0.83
N  1.39925  1.42487  3.12185  0.03
C  0.82019  1.71197  4.29217  -0.12
H  0.91836  0.98223  7.63662  0.07
H  -0.55350  1.22526  6.68755  0.09
H  0.52057  2.58337  6.99537  0.08
H  2.74097  -0.06127  6.40205  0.12
H  3.80581  -0.62621  4.21869  0.10
H  -0.03576  2.38374  4.24464  0.11
C  -2.12655  -2.22564  -2.31578  -0.08
C  -1.29984  -2.83143  -1.16917  -0.59
C  -2.13614  -2.74243  0.11584  -0.09
C  -1.02261  -4.32231  -1.46679  -0.08
Si  0.33024  -1.96229  -0.89019  0.52
O  0.12610  -0.41478  -0.33444  -0.46
C  1.50964  -1.98179  -2.34690  -0.21
C  2.81024  -1.51095  -2.12590  -0.11
C  3.78786  -1.58456  -3.11147  -0.09
C  3.48472  -2.14422  -4.34980  -0.09
C  2.20029  -2.61769  -4.59525  -0.09
C  1.22561  -2.53319  -3.60369  -0.09
C  1.24681  -2.88897  0.45690  -0.23
C  1.04634  -2.55937  1.80407  -0.13
C  1.70460  -3.24807  2.81847  -0.09
C  2.57291  -4.29022  2.50478  -0.09
C  2.79388  -4.62958  1.17322  -0.09
C  2.13768  -3.93109  0.15961  -0.09
H  -3.05984  -2.79186  -2.43153  0.09
H  -1.60156  -2.24698  -3.27829  0.06
H  -2.38879  -1.18865  -2.11413  0.06
H  -3.02593  -3.38006  0.01323  0.09
H  -2.47194  -1.72314  0.30762  0.04
H  -1.57773  -3.08068  0.99634  0.08
H  -1.96370  -4.82069  -1.73885  0.09
H  -0.61392  -4.83141  -0.58638  0.08
H  -0.31500  -4.46905  -2.29456  0.07
H  3.06893  -1.09689  -1.15240  0.06
H  4.78883  -1.21377  -2.91127  0.10
H  4.25014  -2.22439  -5.11379  0.10
H  1.96115  -3.06456  -5.55445  0.10
H  0.23141  -2.91354  -3.81725  0.08
H  0.36730  -1.74720  2.06085  0.06
H  1.53267  -2.97735  3.85603  0.10
H  3.07789  -4.83589  3.29519  0.10
H  3.48014  -5.43370  0.92342  0.10
H  2.32639  -4.20069  -0.87725  0.10
Br  -1.59501  0.45810  2.09782  0.25

Cartesian forces (eV/Å) of the 3 atoms listed first:
0.3644 -0.7196 0.0808
0.1793 0.0766 -0.0525
-0.1854 -0.0774 -0.1412

Calculated values
HOMO-LUMO gap (alpha / beta) ... 7.11 / 7.73 eV
Multiplicity ... 3
HOMO (alpha / beta) ... -7.596 / -8.239 eV
Net charge ... 0
LUMO energy (alpha / beta) ... -0.491 / -0.505 eV